Run w
Molecular formula: C8H16Br8
Method: DFT, ωB97M-V with the def2-TZVPD basis set

The HOMO-LUMO gap is 10.625 eV. As for the HOMO energy: -10.30 eV.

```
32
Properties=species:S:1:pos:R:3:lowdin_charge:R:1
Br 0.638 -3.083 0.315 0.60
C 0.095 -1.253 0.816 -0.67
C 1.320 -0.381 0.873 -0.71
Br 0.862 1.475 1.430 0.64
H -0.413 -1.426 1.757 0.05
H -0.591 -0.914 0.045 0.04
H 1.731 -0.255 -0.119 0.03
H 1.990 -0.823 1.601 0.02
Br -3.280 1.755 1.766 0.53
C -2.119 3.245 1.063 -0.69
C -3.045 4.356 0.544 -0.69
Br -1.977 5.989 0.468 0.62
H -1.446 2.858 0.311 0.01
H -1.607 3.602 1.949 0.03
H -3.800 4.526 1.299 0.04
H -3.395 4.081 -0.442 0.02
Br 6.625 -4.797 1.368 0.65
C 6.052 -2.973 1.594 -0.73
C 5.489 -2.428 0.279 -0.70
Br 4.767 -0.631 0.506 0.67
H 6.898 -2.359 1.881 0.05
H 5.255 -2.834 2.323 0.05
H 4.760 -3.076 -0.205 0.05
H 6.302 -2.399 -0.451 0.05
Br -2.965 -2.469 -2.685 0.58
C -3.175 -0.507 -2.504 -0.69
C -4.621 -0.050 -2.720 -0.66
Br -4.632 1.894 -2.425 0.62
H -2.613 -0.018 -3.290 0.05
H -2.849 -0.342 -1.487 0.02
H -5.371 -0.530 -2.102 0.06
H -4.884 -0.234 -3.759 0.05
```

Run x
Molecular formula: C8H16Br8
Method: DFT, ωB97M-V with the def2-TZVPD basis set

The HOMO-LUMO gap is 8.590 eV. As for the HOMO energy: -8.69 eV.

```
32
Properties=species:S:1:pos:R:3:lowdin_charge:R:1
Br 3.864 3.664 2.041 0.64
C 3.261 2.133 0.992 -0.77
C 2.507 1.238 2.069 -0.58
Br 2.075 -0.525 1.307 1.02
H 4.127 1.618 0.578 0.06
H 2.674 2.361 0.102 -0.16
H 1.582 1.671 2.450 0.04
H 3.155 1.187 2.943 0.04
Br 2.091 3.999 -0.540 0.68
C 0.165 3.470 -0.048 -0.52
C -0.132 2.001 0.402 -0.58
Br -2.108 2.071 0.754 0.62
H -0.473 3.677 -0.907 0.04
H -0.085 4.268 0.650 0.05
H 0.375 1.721 1.326 0.02
H 0.108 1.311 -0.407 0.02
Br -5.003 -2.206 -1.872 0.55
C -3.439 -2.496 -0.671 -0.81
C -2.578 -3.585 -1.238 -0.66
Br -1.806 -3.072 -2.981 0.72
H -3.800 -2.648 0.346 0.05
H -2.829 -1.593 -0.695 -0.18
H -3.084 -4.548 -1.300 0.07
H -1.706 -3.921 -0.678 -0.06
Br -1.832 -0.858 0.596 0.79
C 0.044 -0.827 -0.136 -0.68
C 0.336 -1.915 -1.223 -0.56
Br 0.623 -3.762 -0.359 0.60
H 0.823 -0.896 0.623 -0.37
H 0.153 0.171 -0.562 0.00
H 1.354 -1.743 -1.575 0.05
H -0.441 -1.965 -1.985 -0.13
```

Taking the most stable structure as the zero point, the relative energies in hartree are run w 0.0000; run x 0.3322.

Run w
Molecular formula: C4H5ClS
Method: DFT, ωB97M-V with the def2-TZVPD basis set

The HOMO-LUMO gap is 7.759 eV. As for the HOMO energy: -9.02 eV.

```
11
Properties=species:S:1:pos:R:3:lowdin_charge:R:1
C 0.489 1.311 0.018 -0.61
C -0.432 0.387 -1.061 -0.80
C -0.729 -0.879 -0.332 -0.22
C -0.123 -1.196 0.954 -0.03
H -0.202 1.627 0.830 0.08
H 0.642 2.307 -0.553 0.08
H -1.220 -1.913 -0.838 0.15
H -0.258 -2.281 1.418 0.09
H 0.711 -0.803 1.506 -0.05
S -0.843 0.786 -2.611 0.68
Cl 1.966 0.654 0.667 0.62
```

Run x
Molecular formula: C4H5ClS
Method: DFT, ωB97M-V with the def2-TZVPD basis set

The HOMO-LUMO gap is 8.382 eV. As for the HOMO energy: -8.90 eV.

```
11
Properties=species:S:1:pos:R:3:lowdin_charge:R:1
C 0.647 -0.530 0.450 -0.65
C 0.645 0.801 -0.231 -0.17
C -0.980 0.762 -0.105 -0.08
C -0.775 -0.887 0.144 -0.82
H 0.782 -0.665 1.500 0.09
H 0.992 0.748 -1.225 0.09
H 1.298 1.504 0.087 0.07
H -1.471 1.157 -1.176 0.16
H -1.273 1.268 0.810 0.08
S -1.621 -2.206 -0.106 0.75
Cl 1.756 -1.951 -0.147 0.47
```

Run y
Molecular formula: C4H5ClS
Method: DFT, ωB97M-V with the def2-TZVPD basis set

The HOMO-LUMO gap is 8.300 eV. As for the HOMO energy: -8.91 eV.

```
11
Properties=species:S:1:pos:R:3:lowdin_charge:R:1
C 0.461 -0.760 0.569 -0.71
C 0.567 0.787 0.349 -0.19
C -0.422 0.646 -0.773 -0.21
C -0.879 -0.634 -0.115 -0.84
H 0.402 -1.194 1.570 0.10
H 1.479 1.276 0.126 0.09
H 0.122 1.236 1.296 0.14
H 0.126 0.459 -1.775 0.15
H -1.229 1.442 -0.901 0.13
S -2.260 -1.498 -0.051 0.72
Cl 1.634 -1.760 -0.296 0.62
```

Taking the most stable structure as the zero point, the relative energies in hartree are run w 0.0730; run x 0.0361; run y 0.0000.